{"formula": "C3F6OS", "method": "ωB97M-V with the def2-TZVPD basis set", "e_lumo_ev": [-1.3, -2.5], "gap_ev": [9.51, 8.05], "multiplicity": 1, "homo_ev": [-10.9, -10.6], "total_energy_ha": -1186.76413, "elements": ["C", "C", "C", "O", "F", "F", "F", "F", "F", "F", "S"], "positions_angstrom": [[0.5341, -0.3853, 0.4622], [-2.0523, 0.6222, 0.1150], [1.2018, -0.2355, -0.8550], [2.3781, -1.0742, 2.0217], [-1.9737, 1.8815, -0.2066], [-2.6628, -0.0638, -0.8470], [-2.5910, 0.5791, 1.2905], [0.2527, 0.1419, -1.8017], [1.7679, -1.3668, -1.2703], [2.2194, 0.6514, -0.8680], [0.9258, -0.7508, 1.9592]]}


{"formula": "C3FLuO3", "method": "ωB97M-V with the def2-TZVPD basis set", "e_lumo_ev": -1.3, "gap_ev": 7.22, "multiplicity": 1, "homo_ev": -8.5, "total_energy_ha": -1675.19985, "elements": ["C", "C", "O", "F", "Lu", "O", "C", "O"], "positions_angstrom": [[1.7877, -0.4519, -0.1513], [0.5910, -0.5278, -0.4961], [-0.5783, -0.3024, -0.8626], [2.8296, -1.2127, 0.1716], [2.4393, 2.6995, -0.1958], [-1.7837, -0.2363, 1.4794], [-2.1596, -0.1175, 0.3519], [-3.1261, 0.1491, -0.2971]]}


{"formula": "C3H10", "method": "ωB97M-V with the def2-TZVPD basis set", "e_lumo_ev": 1.2, "gap_ev": 12.96, "multiplicity": 1, "homo_ev": -11.8, "total_energy_ha": -120.27522, "elements": ["C", "C", "H", "H", "H", "H", "H", "H", "C", "H", "H", "H", "H"], "positions_angstrom": [[-1.1511, 0.8912, -0.5609], [0.2599, 1.1048, -1.1005], [-1.6946, 0.1193, -1.1153], [-1.2172, 0.5586, 0.4720], [-1.7469, 1.7938, -0.6958], [0.8351, 0.1898, -1.1159], [0.7804, 1.8094, -0.4544], [0.2150, 1.5221, -2.1024], [0.7554, -1.6064, 1.3057], [1.4273, -1.1187, 2.0163], [1.1142, -1.2971, 0.3346], [0.6495, -2.6887, 1.3645], [-0.2269, -1.2781, 1.6521]]}


{"formula": "C3H10BN", "method": "ωB97M-V with the def2-TZVPD basis set", "e_lumo_ev": 0.7, "gap_ev": 10.95, "multiplicity": 1, "homo_ev": -10.3, "total_energy_ha": -199.89611, "elements": ["H", "N", "B", "C", "C", "H", "H", "H", "H", "H", "C", "H", "H", "H", "H"], "positions_angstrom": [[-1.7002, 0.0584, 3.0467], [-1.1395, -0.3898, 2.3069], [-0.8794, -1.0383, 1.2897], [-0.5740, -1.9237, 0.0724], [0.6240, -1.6165, -0.8396], [-1.5000, -2.1069, -0.4061], [-0.3740, -2.8643, 0.6127], [1.5628, -2.1374, -0.5564], [0.4779, -1.8434, -1.9629], [0.8088, -0.5966, -0.8067], [0.4200, 2.5588, -0.5282], [0.2631, 3.2298, 0.2853], [1.4718, 2.7056, -0.8000], [-0.2733, 2.9014, -1.3796], [0.0898, 1.5697, -0.2196]]}


{"formula": "C3H10N", "method": "ωB97M-V with the def2-TZVPD basis set", "e_lumo_ev": [1.3, 0.0], "gap_ev": [10.92, 9.67], "s_squared": 0.75, "multiplicity": 2, "homo_ev": [-9.6, -9.7], "total_energy_ha": -174.90352, "elements": ["C", "C", "C", "N", "H", "H", "H", "H", "H", "H", "H", "H", "H", "H"], "positions_angstrom": [[0.8187, 0.0716, 0.4027], [-0.5770, -0.0818, -0.1478], [-1.8284, 0.4369, 0.5387], [1.7638, -0.5597, -0.4953], [0.8482, 1.0634, 0.8368], [0.7295, -0.6062, 1.2692], [-0.7672, -1.1422, -0.3561], [-0.2744, 0.5363, -1.1792], [-2.7216, 0.2816, -0.0574], [-1.8820, -0.2625, 1.3796], [-1.7375, 1.4218, 0.9934], [2.7150, -0.4856, -0.1086], [-1.2763, 0.6266, -2.8485], [1.7243, -0.0398, -1.3946]]}


{"formula": "C3H10N", "method": "ωB97M-V with the def2-TZVPD basis set", "e_lumo_ev": -6.0, "gap_ev": 9.08, "multiplicity": 1, "charge": 1, "homo_ev": -15.1, "total_energy_ha": -174.71202, "elements": ["C", "H", "H", "H", "H", "C", "C", "N", "H", "H", "H", "H", "H", "H"], "positions_angstrom": [[-2.2583, -2.3355, 2.0599], [-2.0877, -1.5439, 1.2425], [-2.6724, -1.7116, 2.9262], [-1.2685, -2.6291, 2.5454], [-2.8348, -3.1487, 1.7609], [-0.0136, 1.7418, -0.5964], [1.6273, -0.1745, -0.7803], [1.2673, 1.0636, -1.0797], [0.1074, 2.8277, -0.7280], [-0.6049, 1.5908, 0.3344], [-0.8210, 1.5529, -1.3684], [1.4298, -0.5301, 0.2383], [2.1798, -0.8228, -1.4871], [1.5684, 1.5786, -2.0052]]}


{"formula": "C3H10N", "method": "ωB97M-V with the def2-TZVPD basis set", "e_lumo_ev": -5.5, "gap_ev": 9.56, "multiplicity": 1, "charge": 1, "homo_ev": -15.1, "total_energy_ha": -174.76211, "elements": ["C", "H", "H", "H", "H", "C", "C", "N", "H", "H", "H", "H", "H", "H"], "positions_angstrom": [[2.9541, -4.1991, 1.0319], [3.9783, -3.9427, 1.2779], [2.6361, -5.1886, 1.3282], [2.3438, -3.4895, 1.5912], [2.8029, -4.0184, -0.0265], [-0.7604, 1.2696, -1.4848], [-1.3228, 1.8884, 0.8136], [-1.5566, 1.9085, -0.4357], [-1.4508, 0.7943, -2.1909], [-0.2165, 2.0472, -2.0217], [-0.1439, 0.4902, -1.0502], [-0.5226, 1.2670, 1.1951], [-1.9550, 2.4783, 1.4597], [-2.2934, 2.5287, -0.7655]]}